1.
This record from OMol25 describes ClH46NiO23 as an isolated structure in a non-equilibrium geometry. The level of theory is ωB97M-V with the def2-TZVPD basis set.

Element x y z (Å)
Ni (0.06849, 0.19770, 0.37070)
Cl (1.14178, 0.25275, -1.91183)
O (0.12580, 2.26174, 0.52685)
H (0.75839, 2.94493, 0.74894)
H (-0.62447, 2.73647, 0.16915)
O (-4.15069, 0.64893, 1.12346)
H (-3.60743, 0.79161, 1.89854)
H (-5.04980, 0.71536, 1.44506)
O (-2.31448, 1.26384, -2.91252)
H (-1.83346, 0.97260, -3.68714)
H (-2.26667, 2.21927, -2.94550)
O (-1.05466, 0.12091, 2.32336)
H (-1.58911, 0.91053, 2.40765)
H (-1.43896, -0.49655, 2.94569)
O (4.17196, -0.34789, -3.16979)
H (4.55749, -0.94232, -2.52617)
H (3.35642, -0.05225, -2.76515)
O (-0.94731, -1.60144, -3.76299)
H (-0.26907, -1.34266, -3.13909)
H (-1.67502, -1.89868, -3.21680)
O (-1.87972, 0.09330, -0.40378)
H (-1.93508, 0.30395, -1.33587)
H (-2.79006, -0.01015, -0.12664)
O (-1.80769, 3.76968, -0.79974)
H (-1.69540, 4.72023, -0.80813)
H (-2.74951, 3.63830, -0.90900)
O (3.82410, 2.82665, 0.00453)
H (4.04619, 1.89560, -0.00232)
H (4.26824, 3.17363, 0.77821)
O (-2.36307, -1.77011, 3.68599)
H (-1.94007, -2.58173, 3.96632)
H (-3.24961, -1.82597, 4.04257)
O (0.17057, -1.97556, 0.30699)
H (0.46707, -2.60742, 0.96202)
H (0.34183, -2.40208, -0.53265)
O (0.75243, -3.84515, -1.75458)
H (1.45518, -3.44809, -2.26908)
H (0.16603, -4.22990, -2.40599)
O (2.11071, 3.95305, -1.98916)
H (2.49978, 3.55423, -1.21083)
H (2.17216, 3.27529, -2.66229)
O (0.16561, 2.15598, -4.33422)
H (0.57970, 1.44893, -3.83940)
H (-0.06917, 1.75705, -5.17204)
O (-5.35706, -0.49993, -1.71822)
H (-5.38226, -1.32400, -1.23189)
H (-4.45416, -0.19533, -1.62763)
O (4.40323, 0.01465, 0.84473)
H (3.84002, -0.61858, 0.39971)
H (5.29346, -0.25945, 0.62429)
O (1.98120, -3.55154, 1.39508)
H (2.39805, -3.79537, 2.22153)
H (1.86997, -4.38006, 0.92879)
O (1.09694, -1.67558, 4.14343)
H (1.88900, -2.20821, 4.21537)
H (0.39196, -2.31007, 4.01441)
O (-3.39641, -2.65753, -1.72732)
H (-3.47336, -2.80878, -0.78529)
H (-4.00153, -3.28579, -2.12147)
O (3.51858, -2.15093, -0.45162)
H (3.32456, -2.74388, -1.17756)
H (3.00469, -2.49171, 0.28051)
O (-2.65046, 2.13389, 2.93981)
H (-2.97577, 3.03042, 2.85833)
H (-2.67837, 1.95293, 3.87934)
O (1.55431, 0.03106, 1.75249)
H (2.41647, 0.44474, 1.71009)
H (1.49128, -0.30109, 2.64799)
O (1.93599, 2.54025, 2.68037)
H (1.36012, 2.77851, 3.40690)
H (2.70040, 3.10692, 2.78424)

Atomic forces in eV per Å
-0.1 -0.5 -0.1
-0.3 -0.3 1.0
-0.4 -0.4 0.3
0.8 -0.3 0.2
-0.7 0.3 -0.7
-0.1 -0.4 -0.3
0.2 0.3 0.2
-0.4 0.0 -0.2
-0.6 -0.4 0.5
0.3 -0.2 -0.2
0.3 0.3 0.0
0.7 0.1 -0.6
0.1 0.7 -0.2
-0.2 -0.7 0.1
0.4 -0.1 -0.3
0.1 -0.1 0.2
-0.5 0.1 0.2
-0.1 -0.2 -0.4
0.4 0.4 0.3
-0.4 -0.1 0.2
0.7 -0.2 0.0
0.2 0.6 -1.2
-0.4 0.1 0.8
0.0 -0.2 0.2
0.2 0.3 -0.1
-0.3 -0.2 0.0
-0.3 0.4 0.1
0.1 -0.7 0.0
0.2 0.2 0.0
0.1 -0.1 0.1
0.0 -0.3 0.1
-0.3 0.1 0.1
-0.9 0.9 0.2
0.3 0.1 0.4
0.0 -0.2 -0.8
0.2 0.0 0.6
0.1 0.2 -0.4
-0.3 -0.1 -0.2
-0.4 0.4 0.0
0.4 -0.2 0.2
-0.1 -0.2 -0.2
-0.4 0.4 -0.2
0.2 -0.3 0.5
0.1 0.0 -0.4
-0.5 0.3 0.1
0.0 -0.1 0.0
0.2 0.1 -0.2
0.0 0.8 0.6
-0.1 -0.4 -0.6
0.2 -0.1 0.0
0.0 -0.1 0.4
0.2 -0.1 0.3
-0.1 -0.4 -0.4
0.0 0.3 -0.1
0.3 -0.1 0.2
-0.2 -0.1 0.0
0.3 0.1 0.0
0.2 -0.1 0.3
-0.2 -0.2 -0.3
0.4 0.0 -0.3
0.1 0.0 -0.3
-0.4 -0.3 0.4
-0.1 0.1 0.3
-0.1 0.3 -0.3
0.0 0.0 0.5
0.7 -0.3 -0.5
0.4 0.5 -0.3
-0.6 -0.3 0.5
0.1 0.1 -0.1
-0.2 0.0 0.2
0.3 0.2 0.0

Computed properties:
ΔE to the lowest compared entry with this formula, charge and spin ... 0.000 eV
E_HOMO (alpha / beta) ... -11.8 / -11.7 eV
E_tot ... -3726.51820 Ha
HOMO-LUMO gap (alpha / beta) ... 8.6 / 8.6 eV
Multiplicity ... 3
Maximum force ... 1.34 eV/A
⟨S²⟩ ... 2.0029
Charge ... +1

Atom charges from the Löwdin analysis, given in e for atoms 1 to 4: 0.552, 0.180, -0.052, 0.064

***

2.
This record from OMol25 describes a 2-piece molecular cluster, ClH4NSi overall in a non-equilibrium geometry. The level of theory is ωB97M-V with the def2-TZVPD basis set.

Element x y z (Å)
N (-0.01200, -0.67844, 0.21201)
Si (-0.83281, 0.57173, 0.78590)
H (0.68980, -0.71042, -0.53678)
H (-1.14662, 1.97193, 0.33106)
H (-1.67566, 0.22797, 2.07932)
Cl (2.81265, -1.35775, -2.82146)
H (4.01449, -0.76476, -2.67884)

Atomic forces in eV per Å
0.4 0.8 -0.1
-0.9 -1.0 1.1
-0.7 0.2 0.4
0.3 -0.4 0.0
0.9 0.5 -1.4
1.6 0.8 0.2
-1.6 -0.8 -0.2

Computed properties:
ΔE to the lowest compared entry with this formula, charge and spin ... 3.432 eV
E_HOMO ... -9.7 eV
E_tot ... -806.77229 Ha
HOMO-LUMO gap ... 9.8 eV
Structure (SMILES) ... N=[SiH2].Cl
Maximum force ... 1.84 eV/A
Charge ... 0

Atom charges from the Löwdin analysis, given in e for atoms 1 to 4: -0.267, 0.538, -0.091, -0.121

***

3.
This record from OMol25 describes a 2-piece molecular cluster, ClH4NSi overall in a non-equilibrium geometry. The level of theory is ωB97M-V with the def2-TZVPD basis set.

Element x y z (Å)
N (0.75338, -0.06783, 0.46961)
Si (-2.77977, 0.36336, -0.83874)
Cl (-4.34039, -0.10483, 0.39452)
H (0.05406, -0.42006, -0.17332)
H (1.05659, 0.75474, 0.06046)
H (1.52192, -0.81245, 0.58360)
H (-3.45048, 0.98403, -2.02657)

Atomic forces in eV per Å
0.3 -3.4 1.1
1.2 -0.2 0.0
-0.6 0.0 0.0
0.0 -0.3 0.2
1.3 1.8 -0.8
-1.5 1.9 -0.5
-0.6 0.1 -0.1

Computed properties:
ΔE to the lowest compared entry with this formula, charge and spin ... 2.536 eV
E_HOMO ... -8.9 eV
E_tot ... -806.80524 Ha
HOMO-LUMO gap ... 7.9 eV
Maximum force ... 3.61 eV/A
Charge ... 0

Atom charges from the Löwdin analysis, given in e for atoms 1 to 4: -0.009, 0.269, 0.055, -0.091

***

4.
This record from OMol25 describes a single ClH4PSi molecule in a non-equilibrium geometry. The level of theory is ωB97M-V with the def2-TZVPD basis set.

Element x y z (Å)
P (-0.69967, 1.29458, -0.24312)
Si (0.60655, -0.61999, -0.01376)
Cl (2.47075, 0.07161, -0.30866)
H (-1.84905, 0.71007, -0.59280)
H (-1.15728, 1.38491, 1.19038)
H (0.70137, -1.68063, 1.15965)
H (-0.07267, -1.16055, -1.19169)

Atomic forces in eV per Å
1.5 0.6 2.9
-1.6 -0.2 0.8
0.9 0.1 -0.2
-1.6 -1.2 -0.6
0.5 0.2 -1.4
-0.3 1.3 -1.1
0.5 -0.8 -0.3

Computed properties:
ΔE to the lowest compared entry with this formula, charge and spin ... 0.555 eV
E_HOMO ... -9.6 eV
E_tot ... -1093.43054 Ha
HOMO-LUMO gap ... 10.3 eV
Structure (SMILES) ... P[SiH2]Cl
Maximum force ... 3.34 eV/A
Charge ... 0

Atom charges from the Löwdin analysis, given in e for atoms 1 to 4: 0.486, -0.102, 0.178, -0.240